10
Properties=species:S:1:pos:R:3 method="wB97M-V/def2-TZVPD" homo_energy_ha="-0.3269 / -0.3560" spin_multiplicity=1 relative_energy_ev=4.056 gap_ev="7.98 / 8.73"
C 0.15 0.20 -0.80
C 1.64 0.24 -0.75
C -1.50 -0.44 1.18
O 0.87 1.38 -0.51
F -0.65 0.12 -1.88
F 2.34 0.22 -1.85
F 2.31 -0.26 0.27
Cl -2.55 -1.56 0.42
Cl -0.43 -0.98 2.39
Cl -2.18 1.08 1.52

---

6
Properties=species:S:1:pos:R:3 method="wB97M-V/def2-TZVPD" homo_energy_ha=-0.1702 spin_multiplicity=1 relative_energy_ev=0.086 gap_ev=8.58 total_charge=-1
C 1.22 0.61 0.09
C 0.64 -0.50 -0.06
C -0.59 -0.89 -0.16
O 1.98 1.51 0.15
O -1.31 -1.76 -0.53
Cl -1.95 1.02 0.52

---

6
Properties=species:S:1:pos:R:3 method="wB97M-V/def2-TZVPD" homo_energy_ha=-0.1260 spin_multiplicity=1 relative_energy_ev=2.320 smiles="O=c1c([O-])c1Cl" gap_ev=7.09 total_charge=-1
O -0.62 -0.03 -1.81
C -0.24 -0.13 -0.63
C 0.25 0.79 0.39
O 0.66 1.62 1.16
C -0.01 -0.96 0.46
Cl -0.12 -2.65 0.81

---

20
Properties=species:S:1:pos:R:3 method="wB97M-V/def2-TZVPD" homo_energy_ha="-0.3179 / -0.3170" spin_multiplicity=8 s_squared=15.7818 gap_ev="6.95 / 3.35"
Co 0.93 0.73 -1.27
Cu 3.53 -2.54 1.10
Cu 0.55 -1.62 3.66
Cu -2.07 -0.48 0.27
N -0.76 1.50 3.94
O -1.33 1.94 4.97
O -0.16 2.37 3.33
O -0.59 0.27 3.76
C 0.83 -0.73 -3.93
O 0.15 0.02 -4.63
O 1.37 -0.50 -2.86
O 0.63 -1.89 -4.19
C -1.33 1.93 -1.97
O -2.13 1.81 -2.94
O -1.32 1.13 -1.02
O -0.14 2.17 -2.39
C 0.51 -1.56 0.97
O -0.59 -1.63 1.49
O 0.48 -0.93 -0.05
O 1.43 -2.01 1.75